(1)
{"formula": "C3H4Cl2S", "method": "ωB97M-V/def2-TZVPD", "spin_multiplicity": 1, "smiles": "ClC1(Cl)CCS1", "gap_ha": 0.365, "e_lumo_ev": 0.57, "species": ["Cl", "C", "Cl", "C", "C", "S", "H", "H", "H", "H"], "coordinates": [[1.73451, 1.26442, 1.20516], [0.13776, 1.12599, 0.30716], [-0.87060, 2.41822, 0.81303], [-0.42451, -0.50689, 0.49670], [0.08205, -0.83341, -0.88418], [0.34903, 0.87489, -1.48989], [-1.52004, -0.51430, 0.57427], [0.10072, -1.04161, 1.18844], [0.93385, -1.41615, -0.75840], [-0.52277, -1.37116, -1.45230]], "lowdin_charge": [0.484, -1.459, 0.588, -0.207, -0.466, 0.814, 0.109, 0.053, 0.061, 0.022]}

(2)
{"formula": "C3H4Cl3N3", "method": "ωB97M-V/def2-TZVPD", "spin_multiplicity": 1, "charge": 2, "gap_ha": [0.277, 0.280], "e_lumo_ev": [-11.72, -11.69], "species": ["C", "C", "C", "N", "N", "N", "Cl", "Cl", "Cl", "H", "H", "H", "H"], "coordinates": [[-0.26415, 0.75270, -0.07103], [1.63245, -0.45639, -0.78793], [-0.40327, -1.68219, 0.58147], [-0.89975, -0.26874, 0.40899], [0.95001, 0.67248, -0.70220], [0.91675, -1.67961, 0.82886], [3.11264, -0.62406, -1.44237], [-1.18178, -2.65082, -0.76763], [-1.00393, -2.27559, 2.22369], [-0.63367, 1.74733, -0.13949], [-1.92915, -0.19622, 0.69311], [1.16708, 1.59721, -0.99048], [1.30414, -2.61088, 0.90608]], "lowdin_charge": [0.038, -0.427, -1.208, 0.112, 0.107, 0.142, 1.036, 0.706, 0.785, 0.185, 0.218, 0.181, 0.122]}

(3)
{"formula": "C3H4ClF", "method": "ωB97M-V/def2-TZVPD", "spin_multiplicity": 1, "smiles": "F/C=C/CCl", "gap_ha": 0.374, "e_lumo_ev": 0.83, "species": ["F", "C", "C", "C", "Cl", "H", "H", "H", "H"], "coordinates": [[0.55367, -2.45854, 0.84453], [0.31380, -1.24308, 0.59485], [0.11981, -0.81652, -0.72964], [-0.42890, 0.55158, -1.15882], [-0.19356, 1.88017, 0.20536], [-0.06318, -0.58633, 1.48577], [0.15963, -1.58298, -1.45747], [-0.18185, 0.88513, -2.23054], [-1.63525, 0.49619, -1.12798]], "lowdin_charge": [0.075, -0.237, -0.152, -0.494, 0.412, 0.126, 0.079, 0.089, 0.101]}

(4)
{"formula": "C3H4ClFO", "method": "ωB97M-V/def2-TZVPD", "spin_multiplicity": 1, "smiles": "O=C[C@H](Cl)CF", "gap_ha": 0.403, "e_lumo_ev": 0.53, "species": ["O", "C", "C", "Cl", "C", "F", "H", "H", "H", "H"], "coordinates": [[1.37933, -1.53648, -0.21381], [0.25292, -1.34312, -0.54137], [-0.56552, -0.20542, 0.19235], [-2.21651, -0.11860, -0.40028], [0.29705, 1.07055, 0.29798], [0.83591, 1.54059, -0.93245], [-0.32838, -1.68498, -1.40736], [-0.54530, -0.38179, 1.24972], [1.19194, 0.87087, 0.89521], [-0.30145, 1.78836, 0.86002]], "lowdin_charge": [0.090, -0.255, -0.669, 0.643, -0.188, -0.064, 0.107, 0.096, 0.124, 0.116]}

(5)
{"formula": "C3H4ClFO2S", "method": "ωB97M-V/def2-TZVPD", "spin_multiplicity": 1, "gap_ha": [0.278, 0.278], "e_lumo_ev": [-2.17, -2.18], "species": ["C", "C", "C", "O", "O", "F", "S", "Cl", "H", "H", "H", "H"], "coordinates": [[0.84056, 1.16172, 0.50132], [-0.67675, 1.17684, 0.53993], [0.05115, 0.67973, -0.65557], [-0.74954, -2.48967, -1.67597], [-1.12443, -2.16418, 0.71443], [-0.02074, 1.23311, -1.86038], [-0.27074, -1.95144, -0.47650], [1.64463, -2.70447, -0.08432], [1.48743, 2.10303, 0.21641], [1.34660, 0.45716, 1.15490], [-1.21687, 0.43450, 1.02524], [-1.31130, 2.06366, 0.60051]], "lowdin_charge": [-0.060, -0.079, -0.260, -0.389, -0.425, 0.109, 0.397, 0.248, 0.165, 0.102, 0.069, 0.124]}

(6)
{"formula": "C3H4ClFS", "method": "ωB97M-V/def2-TZVPD", "spin_multiplicity": 1, "smiles": "F[C@]1(Cl)C[C@@H]1S", "gap_ha": 0.349, "e_lumo_ev": 0.31, "species": ["F", "C", "Cl", "C", "C", "S", "H", "H", "H", "H"], "coordinates": [[-0.47189, 1.69472, 0.34415], [-0.82822, 0.47983, 0.04103], [-2.45608, 0.15934, -0.55840], [-0.24787, -0.72992, 0.77660], [0.27731, -0.27431, -0.51171], [2.00776, 0.21056, -0.44694], [-0.89354, -1.54101, 0.69450], [0.31655, -0.71812, 1.77649], [0.30741, -1.10325, -1.18206], [1.98857, 1.82217, -0.93364]], "lowdin_charge": [0.054, -0.906, 0.705, -0.159, -0.693, 0.673, 0.066, 0.146, 0.079, 0.036]}

(7)
{"formula": "C3H4ClN", "method": "ωB97M-V/def2-TZVPD", "spin_multiplicity": 1, "gap_ha": 0.424, "e_lumo_ev": 0.67, "species": ["C", "C", "C", "N", "Cl", "H", "H", "H", "H"], "coordinates": [[0.79783, 0.51539, -0.47351], [-0.48597, 0.16079, 0.29368], [-1.97864, -1.86162, 0.02151], [-1.20043, -0.94888, -0.00175], [1.91931, -0.74096, 0.12084], [1.31480, 1.37616, -0.21960], [0.74058, 0.47407, -1.49541], [-0.94304, 1.13529, 0.42153], [-0.16444, -0.11024, 1.33272]], "lowdin_charge": [-0.500, -0.368, 0.075, -0.096, 0.559, 0.043, 0.046, 0.123, 0.118]}

(8)
{"formula": "C3H4ClN2O", "method": "ωB97M-V/def2-TZVPD", "spin_multiplicity": 3, "charge": 1, "gap_ha": [0.203, 0.266], "e_lumo_ev": [-5.98, -9.47], "species": ["C", "C", "C", "N", "N", "O", "Cl", "H", "H", "H", "H"], "coordinates": [[-0.26248, -0.38895, -1.18904], [0.14467, 1.80517, 0.12109], [0.24686, -0.54610, 0.86328], [-0.36301, -1.41547, -0.31345], [0.15486, 0.52380, -0.09142], [-0.54656, -0.18511, -2.29999], [-0.84007, -3.07746, -0.36729], [0.50819, 2.05319, 1.12398], [0.14187, 2.63217, -0.63352], [-0.37004, -0.47781, 1.73895], [1.18572, -0.92344, 1.04742]], "lowdin_charge": [-0.458, 0.059, 0.038, -0.249, -0.091, 0.286, 0.928, 0.093, 0.117, 0.153, 0.123]}

(9)
{"formula": "C3H4ClNO", "method": "ωB97M-V/def2-TZVPD", "spin_multiplicity": 1, "smiles": "CC#CCl.N=O", "gap_ha": 0.333, "e_lumo_ev": -0.37, "species": ["C", "C", "C", "Cl", "H", "H", "H", "N", "O", "H"], "coordinates": [[1.69471, 1.23228, 0.09321], [0.25585, 1.12042, 0.26312], [-0.91480, 1.05644, 0.43219], [-2.52598, 0.61897, 0.57070], [2.12308, 2.02494, -0.67278], [2.06276, 0.24449, -0.35046], [2.27787, 1.42234, 1.03485], [-1.79642, -2.34417, -0.14066], [-2.34928, -2.57101, -1.19859], [-0.82779, -2.80471, -0.03159]], "lowdin_charge": [-0.138, -0.199, -0.594, 0.656, 0.111, 0.088, 0.080, -0.015, -0.067, 0.077]}

(10)
{"formula": "C3H4ClNO2", "method": "ωB97M-V/def2-TZVPD", "spin_multiplicity": 1, "smiles": "CC(=O)N(Cl)C=O", "gap_ha": 0.387, "e_lumo_ev": 0.55, "species": ["C", "C", "O", "N", "Cl", "C", "O", "H", "H", "H", "H"], "coordinates": [[-1.43609, 0.60059, -0.18212], [-0.05794, 0.91002, 0.31205], [0.31766, 1.80905, 0.99521], [1.13742, -0.06503, -0.31771], [2.72389, 0.54062, -0.02966], [0.93341, -1.45266, -0.20095], [1.68843, -2.24555, 0.26926], [-1.98307, 1.52042, -0.30241], [-1.41343, -0.30520, -0.77568], [-1.84153, 0.24582, 0.76472], [-0.06876, -1.55808, -0.53270]], "lowdin_charge": [0.013, -0.393, 0.097, -0.422, 0.681, -0.408, 0.062, 0.101, 0.070, 0.103, 0.096]}

(11)
{"formula": "C3H4ClNS", "method": "ωB97M-V/def2-TZVPD", "spin_multiplicity": 1, "gap_ha": [0.300, 0.300], "e_lumo_ev": [-0.42, -0.42], "species": ["C", "C", "C", "N", "S", "Cl", "H", "H", "H", "H"], "coordinates": [[-0.41091, -0.77473, -0.56243], [-0.74980, 0.53193, 2.45082], [0.89582, 0.20489, -2.38097], [0.39090, -0.43264, -1.40150], [0.80979, 1.04525, 2.37531], [-0.30359, -2.26464, 0.39748], [-1.00158, -0.58311, 2.51489], [-1.60662, 1.16337, 2.20304], [1.46040, 1.03380, -2.21393], [0.51562, 0.07589, -3.38269]], "lowdin_charge": [-0.507, -0.591, 0.021, -0.111, 0.546, 0.519, -0.006, 0.001, 0.045, 0.084]}

(12)
{"formula": "C3H4ClNS", "method": "ωB97M-V/def2-TZVPD", "spin_multiplicity": 3, "gap_ha": [0.189, 0.257], "e_lumo_ev": [0.45, -3.25], "species": ["C", "C", "C", "N", "S", "Cl", "H", "H", "H", "H"], "coordinates": [[-0.63920, 0.43690, 0.83714], [-0.11339, -0.97511, 0.75912], [0.45548, 0.59317, -1.06571], [-0.31717, 1.23575, -0.04696], [1.19429, -0.90014, -0.46533], [1.60068, 1.65853, -1.79782], [-1.26374, 0.77936, 1.77373], [0.42524, -1.36262, 1.63659], [-0.75887, -1.70588, 0.38165], [-0.58333, 0.24004, -2.01240]], "lowdin_charge": [-0.321, -0.439, -1.157, -0.092, 0.938, 0.589, 0.134, 0.077, 0.057, 0.213]}

(13)
{"formula": "C3H4CrFO3", "method": "ωB97M-V/def2-TZVPD", "spin_multiplicity": 6, "gap_ha": [0.245, 0.362], "e_lumo_ev": [-0.93, -0.69], "species": ["F", "O", "C", "C", "O", "O", "C", "Cr", "H", "H", "H", "H"], "coordinates": [[-0.34921, 1.59163, -2.34009], [1.30148, -0.71113, 0.47461], [0.35208, -0.59734, 1.31383], [0.18478, 0.66797, -1.13812], [0.18368, -1.45803, 2.20591], [-0.59667, 0.29831, 1.09531], [-1.04190, 0.45274, -0.25813], [1.96862, -2.32520, 1.94577], [0.40286, -0.20913, -1.75988], [0.87260, 1.41167, -0.71591], [-1.58232, -0.45237, -0.55544], [-1.69599, 1.33088, -0.26786]], "lowdin_charge": [-0.227, -0.094, -0.767, -0.033, -0.097, 0.022, -0.124, 0.790, 0.122, 0.131, 0.138, 0.138]}

(14)
{"formula": "C3H4CrO4", "method": "ωB97M-V/def2-TZVPD", "spin_multiplicity": 5, "gap_ha": [0.234, 0.258], "e_lumo_ev": [-1.16, -1.24], "species": ["C", "C", "O", "C", "O", "O", "O", "H", "H", "H", "Cr", "H"], "coordinates": [[-0.26941, 1.60766, -0.12048], [0.64821, 0.66319, -0.75639], [-0.22241, -0.76792, -1.42219], [-0.30725, -1.68250, -0.49164], [0.73690, -1.97803, 0.19670], [-1.39874, -1.84751, 0.15847], [-0.18307, 1.99369, 1.05643], [-1.25247, 1.72480, -0.61376], [1.57556, 0.11516, -0.54473], [1.31638, 1.33913, -1.31486], [-0.31772, -1.58100, 1.80924], [-0.32598, 0.41334, 2.04320]], "lowdin_charge": [-0.284, 0.077, 0.024, -0.768, -0.144, -0.111, -0.063, 0.146, 0.128, 0.130, 0.893, -0.027]}

(15)
{"formula": "C3H4CsLiO5", "method": "ωB97M-V/def2-TZVPD", "spin_multiplicity": 1, "gap_ha": 0.109, "e_lumo_ev": -1.41, "species": ["C", "C", "O", "O", "H", "H", "H", "Li", "O", "C", "O", "O", "Cs", "H"], "coordinates": [[1.64319, 1.72789, 0.69913], [1.14302, 2.26077, -0.64740], [1.82023, 3.06866, -1.29900], [0.58350, 1.73991, 1.64540], [2.46413, 2.34870, 1.05328], [2.00253, 0.70638, 0.57338], [0.16684, 1.90326, -0.97295], [0.06127, 0.25346, 2.73855], [-0.52546, -3.14612, -1.36213], [-1.44071, -3.44575, -0.58002], [-1.89971, -2.50420, 0.10831], [-2.14471, -4.44451, -0.82976], [-3.93069, -1.37908, -2.54704], [0.05656, 0.91064, 1.42027]], "lowdin_charge": [-0.197, -0.173, 0.048, -0.187, 0.133, 0.127, 0.123, 0.697, -0.107, -1.160, -0.164, -0.087, 0.923, 0.025]}

(16)
{"formula": "C3H4CuLiO4", "method": "ωB97M-V/def2-TZVPD", "spin_multiplicity": 2, "charge": 1, "gap_ha": [0.323, 0.367], "e_lumo_ev": [-3.68, -3.67], "species": ["H", "C", "C", "O", "H", "H", "O", "C", "O", "Cu", "H", "Li", "O"], "coordinates": [[-3.48284, -1.03843, -1.52493], [-3.35923, -0.88777, -0.44930], [-3.81203, 0.13028, 0.47055], [-2.41704, -0.03194, 0.05592], [-4.26601, 1.05423, 0.10323], [-3.99492, -0.12924, 1.51558], [1.90677, 0.15464, 0.21041], [3.11476, -0.08689, 0.14412], [3.98571, 0.88972, -0.23480], [-0.35448, 0.30204, 0.21923], [3.52289, 1.65840, -0.58984], [5.47362, -0.80226, -0.17121], [3.68281, -1.21278, 0.25104]], "lowdin_charge": [0.120, -0.014, -0.056, -0.154, 0.126, 0.124, -0.007, -0.784, 0.049, 0.688, 0.127, 0.870, -0.088]}

(17)
{"formula": "C3H4CuLiO4", "method": "ωB97M-V/def2-TZVPD", "spin_multiplicity": 3, "charge": 2, "gap_ha": [0.328, 0.218], "e_lumo_ev": [-8.65, -13.04], "species": ["H", "C", "C", "O", "H", "H", "O", "C", "O", "Cu", "H", "Li", "O"], "coordinates": [[0.00519, -3.25478, -1.80172], [0.24549, -2.30564, -2.28333], [1.41612, -1.46257, -2.28980], [0.16029, -1.10362, -1.59385], [2.24490, -1.66075, -1.60595], [1.61682, -0.81982, -3.14837], [-0.32430, 0.96661, 1.16297], [-1.33257, 1.51970, 1.76575], [-2.31623, 0.94189, 2.20049], [-0.36064, -0.25523, -0.07979], [-1.50150, 2.45970, 3.36105], [0.98112, 2.49344, 1.73440], [-0.83469, 2.48107, 2.57815]], "lowdin_charge": [0.147, 0.083, 0.018, -0.197, 0.144, 0.148, -0.153, -0.678, 0.185, 1.135, 0.222, 0.901, 0.043]}

(18)
{"formula": "C3H4CuO3", "method": "ωB97M-V/def2-TZVPD", "spin_multiplicity": 2, "gap_ha": [0.339, 0.277], "e_lumo_ev": [-0.40, -1.98], "species": ["O", "C", "O", "C", "C", "O", "Cu", "H", "H", "H", "H"], "coordinates": [[-0.95843, 0.76044, -0.97886], [-0.14728, 0.97241, -0.07168], [0.67348, 1.76440, 0.25448], [0.09369, -2.56427, -0.83636], [0.60748, -1.83344, 0.40391], [-0.28396, -0.72164, 0.74832], [-1.38645, -1.17530, -0.85719], [0.81119, -2.53084, -1.67101], [-0.13995, -3.61852, -0.62579], [1.61419, -1.40367, 0.26136], [0.63530, -2.47996, 1.29557]], "lowdin_charge": [-0.015, -0.460, 0.173, -0.134, -0.338, -0.248, 0.705, 0.051, 0.044, 0.115, 0.109]}

(19)
{"formula": "C3H4ErO5", "method": "ωB97M-V/def2-TZVPD", "spin_multiplicity": 5, "gap_ha": [0.247, 0.237], "e_lumo_ev": [-1.12, -1.70], "species": ["C", "C", "O", "C", "O", "O", "O", "H", "H", "H", "O", "H", "Er"], "coordinates": [[0.51466, 0.09071, -2.23102], [0.02540, -1.08388, -1.80875], [-0.08140, -1.59447, -0.52910], [-0.58162, -0.93571, 0.55214], [0.12999, -1.10366, 1.57591], [-1.62162, -0.27044, 0.46672], [0.94526, 1.13734, -1.50945], [0.63817, 0.20914, -3.30985], [-0.32188, -1.80404, -2.54751], [0.49420, 1.09617, -0.61487], [0.09582, 2.01197, 3.23605], [-0.74924, 2.30501, 2.89587], [0.51228, -0.05812, 3.82387]], "lowdin_charge": [-0.202, -0.114, 0.025, -0.774, -0.218, 0.042, 0.014, 0.118, 0.116, 0.127, -0.564, -0.043, 1.473]}

(20)
{"formula": "C3H4F2", "method": "ωB97M-V/def2-TZVPD", "spin_multiplicity": 1, "gap_ha": [0.348, 0.348], "e_lumo_ev": [0.78, 0.78], "species": ["C", "C", "C", "F", "F", "H", "H", "H", "H"], "coordinates": [[1.51412, 0.39899, 0.47258], [0.86393, -0.64144, -0.03933], [-1.33376, -0.00484, -0.43831], [-1.47379, 1.16265, 0.06810], [-2.11539, -0.84421, 0.31427], [2.61972, 0.39240, 0.58821], [1.13477, 1.44065, 0.63166], [0.52941, -1.70344, -0.10720], [-1.73901, -0.20078, -1.48999]], "lowdin_charge": [-0.099, 0.034, -0.302, 0.077, -0.027, 0.054, 0.067, 0.064, 0.132]}

Calculated total energy across the listed records, respectively: -39054.5980, -45189.8997, -18413.8173, -20462.2145, -33341.5665, -29248.0607, -17186.2483, -20712.1927, -19230.4954, -21281.3350, -28019.3509, -28017.1277, -40455.0541, -39780.6412, -14160.4402, -56202.4653, -56188.6265, -53954.9341, -41032.5340, -8606.2172 eV.